No. 1
88
Properties=species:S:1:pos:R:3:forces:R:3:lowdin_charge:R:1 method="wB97M-V/def2-TZVPD" total_charge=-2 homo_lumo_gap_ev=6.1542 spin_multiplicity=1
Tl -0.355996 0.030117 -0.519096 0.200 0.161 -0.268 0.7619
Br -4.274877 3.536896 1.505122 0.026 0.055 -0.033 0.7802
Cl -0.872066 -0.302981 2.359488 -0.146 -0.089 0.284 0.6768
Cl 1.822928 4.395225 1.939399 0.041 0.166 -0.142 0.6522
Cl 0.551173 2.409639 6.770590 0.014 0.006 0.241 0.5815
S 0.340419 1.515270 -3.746393 0.160 -0.039 0.191 0.5283
S 2.714243 -0.861448 0.692459 0.216 -0.027 -0.120 0.2449
Si 4.705552 -1.206592 0.423375 -0.544 -0.114 0.279 -0.1777
O 5.615222 -0.211152 1.390664 0.147 0.129 0.026 -0.1606
O -3.207051 -0.452991 -0.457878 -0.142 -0.201 0.052 -0.1161
O -2.566051 1.635834 -0.013717 -0.048 0.148 -0.141 -0.1720
O 5.392268 -1.040507 -1.080560 0.029 0.116 -0.106 -0.1746
O 5.201080 -2.768833 0.775031 0.041 -0.126 0.112 -0.1661
O 0.380983 2.054947 0.909898 -0.122 -0.198 -0.009 -0.2663
N -2.127906 2.443088 -3.628728 -0.543 -0.072 0.123 0.0995
N -0.636703 3.273206 -2.021238 -0.537 -0.153 0.105 0.1182
C -6.752066 2.574655 0.634340 0.075 0.007 0.055 -0.1649
C 6.814591 0.497980 1.187648 0.304 0.136 0.006 -0.6612
C -3.029993 3.292853 -3.187181 0.283 -0.116 -0.176 -0.3228
C 4.617451 -2.888972 3.143537 0.061 0.078 -0.260 -0.0503
C 3.435265 -4.287240 1.438336 0.135 0.162 -0.012 -0.0544
C -1.518616 4.207386 -1.614263 -0.057 0.024 -0.182 -0.2761
C 4.769865 -3.631992 1.812341 -0.023 -0.266 0.159 -0.6733
C 6.017462 -1.433199 -3.318099 -0.077 0.003 0.192 -0.0427
C 1.058733 3.155473 2.888644 -0.012 -0.119 0.074 -0.5817
C -7.657566 1.689851 0.076960 -0.081 0.024 0.017 -0.1155
C -5.390790 2.290783 0.603574 0.057 -0.243 -0.139 -0.5932
C 3.869310 -0.243134 -2.770376 0.079 -0.084 0.139 -0.0441
C -0.074272 1.184204 4.432983 0.008 0.009 -0.069 -0.1578
C -0.112229 1.094716 3.056788 0.181 0.226 0.016 -0.5473
C -7.202303 0.518798 -0.508686 -0.061 -0.043 -0.065 -0.1003
C -4.426624 3.103185 -3.696511 0.003 0.081 -0.004 -0.0235
C 1.108771 3.269882 4.261162 -0.087 -0.129 -0.061 -0.1695
C -4.906198 1.130782 -0.008816 0.113 0.225 0.103 -0.1385
C 7.954222 -0.457239 0.810511 -0.215 0.028 0.035 -0.0340
C -0.889911 2.435430 -3.101703 0.525 0.205 -0.271 -0.9034
C 6.643435 1.554761 0.089681 -0.116 -0.151 0.135 -0.0291
C 7.134267 1.188903 2.516530 -0.095 -0.109 -0.103 -0.0415
C -5.845300 0.256109 -0.553417 -0.027 0.023 -0.006 -0.0351
C 4.835028 -1.351910 -2.346925 -0.098 0.000 -0.398 -0.6604
C 5.856956 -4.705833 1.938259 -0.078 0.190 -0.059 -0.0486
C 0.525496 2.278719 5.030133 0.008 -0.019 -0.088 -0.7053
C -3.419886 0.737430 -0.160902 0.105 0.052 -0.051 -0.7078
C -1.131234 5.051965 -0.458379 0.074 -0.188 0.228 -0.0139
C 4.097714 -2.693382 -2.316971 0.094 0.134 0.173 -0.0466
C -2.720003 4.301867 -2.265706 0.009 0.054 0.215 0.0031
C 0.438270 2.080188 2.176513 -0.048 0.195 -0.167 -0.5145
H -1.887685 5.803119 -0.246627 -0.014 0.000 -0.039 0.0792
H 3.833426 -2.138484 3.043656 -0.048 0.031 0.075 0.0513
H 4.393289 0.711259 -2.853104 0.020 0.012 -0.018 0.0853
H 5.548144 -2.373951 3.388381 0.028 -0.027 0.054 0.0791
H 6.306313 1.841191 2.794677 -0.010 0.017 0.009 0.0848
H 6.023762 -5.169099 0.964279 -0.010 -0.035 -0.003 0.0764
H 2.681263 -3.508047 1.340301 -0.070 -0.009 -0.049 0.0280
H 3.214714 -2.599079 -1.683583 -0.050 -0.070 0.002 0.0601
H 6.590322 -0.504552 -3.284220 -0.015 0.029 -0.012 0.0760
H 6.677255 -2.253240 -3.027249 0.020 -0.021 -0.016 0.0786
H 6.383097 1.053298 -0.838668 0.022 0.058 -0.103 0.0639
H 4.356349 -3.584032 3.944588 0.012 -0.017 0.021 0.0783
H 8.896622 0.088069 0.715354 0.025 -0.006 -0.017 0.0748
H 3.093511 -0.143017 -2.011576 -0.041 0.044 -0.019 0.0341
H 8.060790 -1.228262 1.575963 0.009 -0.009 0.014 0.0813
H 3.525874 -4.806930 0.481881 0.019 -0.032 0.001 0.0797
H 5.829616 2.231433 0.354171 0.002 0.029 0.011 0.0921
H 7.564972 2.126595 -0.045203 0.010 0.022 0.016 0.0769
H -1.031064 4.385807 0.400748 0.044 0.000 0.140 0.0786
H 7.259437 0.441652 3.301919 0.010 -0.013 0.019 0.0774
H 3.791975 -2.984744 -3.323706 -0.011 0.003 -0.028 0.0802
H 6.791760 -4.245320 2.263807 0.032 -0.019 0.008 0.0745
H 1.598402 4.115313 4.722359 0.007 0.022 -0.001 0.0914
H -7.089077 3.483600 1.114182 -0.013 -0.003 0.010 0.0805
H 5.563397 -5.473627 2.657286 0.014 -0.018 0.028 0.0728
H -8.717091 1.911841 0.114620 -0.016 0.010 -0.001 0.0910
H -5.099741 3.874184 -3.323055 -0.014 -0.012 -0.016 0.0709
H -0.508943 0.396941 5.032620 -0.015 0.008 0.015 0.0956
H -5.460651 -0.646562 -1.009987 0.045 0.010 0.046 0.1123
H -3.440795 5.051990 -1.980846 -0.046 -0.037 0.125 0.1080
H -4.777525 2.128678 -3.354058 -0.036 0.002 0.020 0.0839
H 8.048497 1.781430 2.436278 0.024 0.013 0.005 0.0736
H 3.397002 -0.476870 -3.726269 0.018 0.008 -0.056 0.0804
H -7.906649 -0.190830 -0.925490 -0.003 0.005 -0.040 0.0919
H -0.161547 5.522900 -0.615605 0.023 0.027 -0.015 0.0855
H 0.178762 3.091128 -1.441968 0.090 -0.032 -0.116 0.1347
H 5.667324 -1.597845 -4.338668 -0.004 -0.010 -0.030 0.0755
H 3.125926 -4.996509 2.210442 0.017 -0.044 0.000 0.0750
H 4.746462 -3.459148 -1.888965 0.011 -0.049 -0.038 0.0798
H -4.437093 3.092209 -4.786386 0.021 0.004 0.003 0.0769
H 7.712354 -0.940523 -0.135347 0.065 -0.047 -0.035 0.0738

***

No. 2
92
Properties=species:S:1:pos:R:3:forces:R:3:lowdin_charge:R:1 method="wB97M-V/def2-TZVPD" homo_lumo_gap_ev=7.6113 spin_multiplicity=1
Pb -2.552578 0.950211 -0.439278 0.204 0.167 -0.012 0.8557
Se -4.406558 1.968541 1.419981 -0.083 -0.039 0.028 0.4877
Se -1.519652 -0.657005 2.176234 0.074 0.122 0.205 1.0270
Cl 3.119700 -5.254788 3.667861 0.006 0.029 -0.014 0.6503
S -4.166697 -1.201531 -0.820510 0.012 0.067 -0.092 0.5508
F -4.967300 -4.400650 -3.918884 -0.027 -0.004 0.055 0.1195
F -6.022937 -3.042945 -2.613248 0.000 -0.016 0.002 0.1282
F -4.358561 -4.202677 -1.856502 -0.017 -0.004 -0.010 0.1301
O -5.410065 -1.993189 4.131687 0.022 0.108 0.067 -0.0499
O -0.301467 0.388545 3.170835 -0.130 -0.448 0.062 -0.4086
O 4.733635 -1.261204 -0.369169 0.123 0.041 -0.001 -0.0018
O -2.548649 1.993742 3.994200 -0.041 0.050 0.058 -0.1190
O -0.275181 1.835391 1.609451 0.017 0.089 -0.064 -0.1182
N -2.691089 -0.391742 -2.843246 -0.033 -0.117 -0.178 -0.0593
N -3.197592 2.777080 -2.183579 -0.245 0.176 -0.100 -0.0441
N 2.303310 -0.009005 -1.229143 0.131 0.188 -0.018 -0.0958
N 0.125167 1.540391 2.686535 -0.044 0.139 -0.047 -0.1105
N -4.276261 4.244414 -3.387728 0.058 0.050 0.000 0.0987
N 2.102834 -1.333523 -1.414850 -0.196 0.105 0.085 0.1145
N 0.200537 -0.330046 -0.752297 0.168 -0.338 -0.118 0.0216
C 3.418849 0.463526 1.749770 0.065 -0.034 -0.110 -0.1187
C -3.854670 -2.413115 -3.322048 0.045 0.025 0.063 -0.1251
C -2.285965 3.644898 -2.753324 -0.046 -0.175 0.132 -0.1467
C -3.687467 1.328584 4.496714 0.055 -0.002 -0.076 -0.2514
C -4.393245 3.163201 -2.580737 0.097 -0.037 -0.023 -0.3802
C -2.939341 4.565560 -3.504941 -0.050 -0.008 -0.010 -0.0886
C -5.689935 2.523767 -2.215159 0.092 0.035 -0.003 -0.0044
C -3.532996 -1.359423 -2.438202 0.157 0.088 -0.101 -0.6966
C -2.790579 -0.886741 3.625810 -0.140 0.262 -0.022 -0.3670
C -2.145185 -0.435587 -4.058626 -0.058 0.071 0.222 -0.1392
C -2.402529 -1.440220 -4.966582 0.028 -0.028 -0.091 -0.0589
C 3.208941 -3.608081 3.108681 -0.016 0.030 -0.008 -0.6689
C -3.280653 -2.442045 -4.578771 -0.046 -0.034 0.025 -0.0030
C 6.256162 2.005221 -1.475510 -0.007 -0.009 0.017 -0.0441
C 4.380032 -2.887046 3.287903 0.061 0.018 0.031 -0.0975
C 0.828946 -1.480462 -1.112098 -0.069 0.010 0.021 -0.1906
C 4.736102 0.146446 -0.531350 -0.136 0.070 0.045 -0.4330
C 4.445842 -1.576855 2.845030 0.022 -0.004 0.016 -0.0286
C 7.254798 0.068663 -0.248025 -0.044 0.018 -0.009 -0.0430
C -4.026090 0.031023 3.754074 0.205 -0.073 -0.170 -0.5378
C 2.198060 -1.713948 2.061504 -0.045 -0.067 0.003 -0.0497
C -5.000709 -0.739626 4.662794 0.000 -0.124 -0.046 -0.2259
C 6.299568 -0.264724 -2.510174 -0.020 -0.014 0.041 -0.0463
C 3.606173 0.596589 -1.486191 -0.014 -0.194 0.063 -0.0323
C 3.361627 -0.973722 2.211969 0.016 0.029 0.019 -0.2191
C -4.750835 0.280682 2.413287 0.105 0.111 -0.083 -0.5366
C -4.801514 -3.509909 -2.917001 0.025 -0.004 -0.038 -0.6098
C 4.599090 0.846661 0.838532 -0.069 -0.234 0.073 -0.0996
C 6.118369 0.504789 -1.191579 0.068 -0.035 0.001 -0.5183
C 1.159900 0.568871 -0.846327 0.010 0.007 -0.005 -0.1789
C 2.109608 -3.028936 2.504147 -0.035 0.046 -0.031 -0.0919
H -4.566507 1.981954 4.465376 -0.013 0.027 0.056 0.1228
H -3.475699 1.096600 5.544025 0.013 0.008 0.009 0.1305
H -5.926042 2.718975 -1.168070 0.002 0.004 -0.003 0.0476
H -5.864107 -0.098720 4.870236 -0.046 -0.003 0.031 0.1327
H -2.589607 5.393639 -4.097825 -0.047 -0.054 0.038 0.1091
H 3.495207 1.098259 2.636690 -0.033 0.056 0.001 0.1275
H 7.051889 -0.917590 0.172995 0.034 0.041 -0.028 0.0921
H 5.528857 2.356015 -2.214149 0.054 -0.012 0.038 0.0819
H 1.327686 -1.260104 1.599531 0.067 -0.025 0.000 0.0596
H 5.655613 0.104956 -3.311065 0.022 -0.016 0.017 0.0743
H 3.871712 -1.639213 -0.595078 -0.018 -0.001 0.008 0.0700
H -1.938781 -1.445298 -5.943869 -0.022 0.015 0.052 0.1030
H 6.150169 2.605853 -0.569635 0.021 -0.014 -0.059 0.0803
H -6.501734 2.894239 -2.842331 0.043 -0.029 0.014 0.0811
H 2.468408 0.720374 1.282031 0.012 0.003 0.067 0.0768
H 5.514629 0.656369 1.397980 -0.007 0.057 -0.014 0.1007
H -5.826797 0.318151 2.591973 -0.006 -0.047 0.022 0.0573
H 1.059797 1.625778 -0.636633 0.067 -0.105 -0.015 0.1322
H -1.472518 0.382556 -4.302611 -0.042 -0.033 0.020 0.1109
H -2.187318 -0.865996 4.534714 -0.024 -0.057 0.010 0.0930
H 7.404263 0.779134 0.567409 -0.006 -0.048 -0.018 0.0800
H -1.224906 3.540217 -2.580456 -0.100 0.036 -0.018 0.0999
H 4.541319 1.923671 0.667564 0.077 0.027 0.058 0.1156
H -2.827361 2.407917 3.157905 0.007 -0.080 -0.024 -0.0234
H -3.519800 -3.251650 -5.254704 -0.002 0.016 0.014 0.1223
H 7.328909 -0.148677 -2.855573 -0.041 0.016 0.004 0.0853
H -5.917659 -1.843581 3.326980 -0.014 0.034 0.004 0.0866
H 0.335755 -2.441728 -1.145155 0.058 0.093 -0.003 0.1231
H 5.228937 -3.349691 3.775028 -0.038 0.010 -0.021 0.1051
H 3.871918 0.337229 -2.505364 -0.054 0.029 -0.095 0.1213
H 1.191391 -3.590014 2.385334 0.030 0.008 0.004 0.1063
H 8.192280 0.014775 -0.805352 -0.030 0.026 0.026 0.0848
H 3.470391 1.673186 -1.413517 -0.014 0.035 -0.039 0.1350
H -4.560268 -0.537933 1.720120 -0.074 -0.079 0.034 -0.0127
H -5.039842 4.742954 -3.808557 -0.043 -0.018 -0.016 0.1566
H 7.251662 2.202093 -1.881598 -0.051 0.001 -0.002 0.0914
H 5.364206 -1.018971 2.997818 -0.040 -0.035 -0.034 0.1184
H -4.514240 -0.966602 5.613510 -0.017 -0.032 0.001 0.1317
H -3.132268 -1.910768 3.463248 0.008 -0.029 0.047 0.0759
H -5.614816 1.440512 -2.325739 -0.002 0.039 -0.016 0.0759
H 6.104324 -1.326923 -2.365105 0.015 0.028 -0.023 0.0920

***

No. 3
81
Properties=species:S:1:pos:R:3:forces:R:3:lowdin_charge:R:1 method="wB97M-V/def2-TZVPD" total_charge=-1 homo_lumo_gap_ev="7.1672 / 5.6501" spin_multiplicity=1
Sb 4.752721 -1.396694 -1.171203 -0.089 -0.430 -0.386 1.3354
Ge -2.429769 1.631167 0.148358 -0.087 0.299 0.780 0.7857
Zn -0.487846 -0.740938 -0.858049 -0.234 0.014 0.025 0.6306
O 1.218949 -3.488399 4.018551 -0.387 -0.456 -0.612 0.0015
N -0.255275 -2.561177 2.545863 0.568 -0.597 3.091 0.0206
N -0.097153 -2.335740 -1.813187 0.195 -0.932 0.322 -0.1683
N 2.385108 -5.074134 -1.793293 -0.145 0.377 0.776 0.0888
N 0.835392 -4.504635 -3.414406 -0.589 -0.449 -0.597 0.0571
N 0.975173 -4.408976 1.939328 -0.501 -0.142 -0.681 0.1599
C -0.213530 5.156219 0.424153 -0.432 0.450 -0.723 -0.0906
C -2.002494 3.581723 0.153023 -1.200 0.365 -0.953 -0.2678
C 0.658476 -3.521130 2.920704 0.614 0.990 0.512 -0.6433
C 1.334767 -4.256492 -2.209874 0.651 0.799 0.198 -0.4600
C -3.427269 1.619667 -1.543157 -0.276 -1.028 0.131 -0.3096
C -2.106990 5.783003 -0.932209 0.336 0.911 0.079 -0.1289
C 6.924093 0.573146 0.016931 -0.062 1.243 -1.558 -0.1843
C -2.629880 1.714182 -2.657653 0.378 -0.654 -1.381 -0.1426
C -0.291173 -1.359404 3.425999 -0.038 0.891 -1.984 -0.0679
C -4.021689 0.124117 2.224755 1.052 -0.534 -0.138 -0.1455
C 2.875987 -0.452267 -0.565504 0.581 0.881 -1.049 -0.4897
C -2.669435 4.593682 -0.605860 0.008 -1.660 0.550 -0.1110
C -0.776611 3.907685 0.653580 1.293 0.189 1.707 -0.1604
C -4.776897 1.295924 -1.738868 0.739 0.800 -0.266 -0.1012
C 4.592971 -1.780550 1.948912 -0.706 1.249 2.035 -0.2142
C -3.132748 1.555242 -3.964967 0.180 0.082 1.279 -0.0922
C -4.668071 2.392054 2.089642 0.045 1.618 -2.768 -0.1231
C -4.467626 1.288167 -4.132378 -0.671 -0.052 0.230 -0.1119
C -5.298999 1.219053 -3.007549 0.137 -0.455 -0.594 -0.1046
C -5.031497 -0.107358 3.125717 -1.234 1.470 1.122 -0.0900
C -0.802877 -2.820569 -2.905402 0.318 -0.007 -1.421 -0.1999
C 1.001546 -3.163272 -1.421680 -1.862 -0.207 -1.758 -0.1430
C -0.651273 0.755420 0.251277 -1.152 0.247 0.230 -0.4182
C -5.687580 2.232721 2.999738 0.195 -0.141 0.661 -0.1301
C -5.867153 0.979290 3.526167 -0.321 -1.618 -0.561 -0.1099
C -3.880505 1.344749 1.566495 0.570 0.758 0.803 -0.2527
C -0.881214 6.070948 -0.402364 1.997 -0.108 0.731 -0.1190
C 5.294625 -2.320931 0.734880 0.712 0.847 -0.101 -0.4726
C 6.172629 0.274348 -1.292867 -2.115 0.012 2.160 -0.4423
C 2.982425 0.935876 0.110589 -0.772 -1.071 0.595 -0.1779
C -0.275485 -3.764905 -3.746974 0.472 0.181 0.903 -0.1793
H 3.529275 -1.642581 1.778087 -0.324 -0.318 -0.105 0.0219
H 5.179704 -3.386200 0.611557 -0.306 -0.380 -0.012 0.0171
H -4.879778 0.992946 -5.086602 0.000 0.373 -0.253 0.0911
H 6.284598 0.949657 0.803916 -0.340 0.169 0.010 0.0557
H -1.139348 -0.731503 3.058643 0.931 -0.239 0.231 0.0619
H -2.573895 6.517759 -1.579102 -0.274 -0.185 0.068 0.1007
H 0.497663 -4.390518 1.043649 0.286 -0.089 0.268 0.0826
H 4.863560 -0.681798 2.239603 0.156 -2.054 -0.445 0.0903
H -3.648261 4.478255 -0.986111 -1.012 -0.850 -0.367 0.0838
H -0.702029 -3.850255 -4.754230 0.108 -0.433 0.537 0.0901
H -5.397799 1.063530 -0.913786 -0.593 0.066 0.864 0.0827
H 1.743662 -2.811221 -0.772846 0.415 0.607 1.139 0.0332
H 5.514477 1.104486 -1.567243 0.240 0.097 -0.011 0.0273
H -6.773805 0.808909 4.097685 0.307 -0.222 0.425 0.0892
H 3.592951 1.609455 -0.492148 -0.021 0.119 0.308 0.0480
H -0.248739 3.227381 1.362627 -0.369 0.263 -1.008 0.0941
H -0.370071 6.984411 -0.652025 0.042 0.362 -0.045 0.0863
H 2.459124 -1.208410 0.085230 -0.456 0.072 0.162 -0.0124
H 1.944923 1.288973 0.196182 0.246 0.357 -0.102 0.0145
H -0.433253 -1.506256 4.491601 -0.053 -0.849 -0.151 0.0722
H 7.664369 1.351645 -0.240867 -0.018 -0.270 0.542 0.0684
H -4.666010 3.393574 1.567336 0.536 -1.015 0.667 0.1103
H -5.188161 -1.058544 3.609717 0.147 -0.223 -0.079 0.0902
H 3.326534 0.837293 1.169103 0.177 0.202 -0.916 0.0681
H 0.769763 5.374028 0.813369 0.059 0.189 0.097 0.0893
H -3.229791 -0.626627 2.103393 -0.597 -0.043 -0.388 0.0830
H 1.628223 -5.139499 2.116395 0.155 -0.198 0.203 0.0923
H 6.759968 0.040862 -2.122881 1.261 -0.301 -1.131 -0.0073
H 4.621957 -2.455065 2.875410 0.338 0.986 -1.200 0.0908
H 3.001465 -4.668205 -1.061328 -0.528 -0.594 -1.234 0.0836
H -0.458916 -2.544856 1.588189 -0.563 0.750 -1.226 0.0667
H 2.781942 -5.516359 -2.603114 0.608 -0.118 0.138 0.0727
H 6.369499 -2.167310 0.851603 0.104 -0.059 -0.142 0.0235
H 7.410931 -0.279034 0.409261 0.735 -0.921 0.302 0.0280
H -1.717839 -2.391086 -3.337356 0.395 0.605 1.034 0.0924
H -6.309667 3.062623 3.349742 0.251 -0.221 -0.357 0.1023
H -2.445699 1.585411 -4.776908 0.345 -0.098 -0.642 0.0861
H -6.343918 0.992017 -3.142110 -0.214 -0.141 -0.028 0.0903
H 2.267124 -0.366677 -1.521260 0.623 -0.285 1.154 0.0424
H -1.546555 1.626600 -2.549943 -0.068 0.747 0.103 0.0808
H 0.687961 -0.838586 3.290336 -0.898 0.013 0.200 0.0881